# 1
# C30H57KN7S3

A structure of composition C30H57KN7S3 (the ωB97M-V functional and the def2-TZVPD basis, the OMol25 dataset).

HOMO = -8.04 eV
Net charge = +1

Last column: Löwdin charge in e.
Cartesian coordinates (Å):
1 K 0.46 0.18 0.86  0.67
2 C -0.35 1.32 3.19  -0.33
3 C 1.06 1.34 3.20  -0.32
4 C 1.52 0.02 3.31  -0.32
5 C 0.39 -0.83 3.37  -0.32
6 C -0.77 -0.03 3.30  -0.32
7 C -2.19 -0.51 3.40  -0.05
8 C 0.41 -2.33 3.48  -0.06
9 C 2.96 -0.43 3.40  -0.07
10 C 1.89 2.59 3.15  -0.04
11 C -1.25 2.52 3.16  -0.06
12 H -2.79 0.15 4.02  0.08
13 H -2.23 -1.50 3.86  0.06
14 H -2.71 -0.59 2.43  0.04
15 H 1.42 -2.71 3.67  0.07
16 H 0.03 -2.84 2.58  0.05
17 H -0.21 -2.68 4.32  0.08
18 H 3.31 -0.51 4.43  0.08
19 H 3.63 0.27 2.89  0.05
20 H 3.11 -1.41 2.94  0.04
21 H 1.80 3.19 4.07  0.08
22 H 1.61 3.25 2.32  0.05
23 H 2.95 2.36 3.04  0.06
24 H -1.42 2.94 4.16  0.08
25 H -2.24 2.29 2.75  0.06
26 H -0.81 3.33 2.56  0.05
27 C 4.83 -1.28 -1.45  -0.51
28 C 4.28 -0.35 -2.52  -0.53
29 S 2.55 -0.60 -2.97  0.82
30 C 2.52 -2.32 -3.54  -0.52
31 C 2.38 -3.44 -2.50  -0.50
32 S 1.29 -3.08 -1.10  0.83
33 C 2.28 -3.61 0.32  -0.51
34 C 3.70 -3.06 0.43  -0.51
35 S 3.91 -1.28 0.12  0.88
36 H 5.85 -0.97 -1.23  0.08
37 H 4.89 -2.30 -1.82  0.06
38 H 4.90 -0.43 -3.41  0.08
39 H 4.32 0.68 -2.18  0.06
40 H 3.42 -2.49 -4.14  0.09
41 H 1.69 -2.36 -4.25  0.06
42 H 3.35 -3.72 -2.10  0.05
43 H 1.99 -4.33 -3.01  0.08
44 H 2.31 -4.70 0.36  0.09
45 H 1.69 -3.27 1.18  0.04
46 H 4.39 -3.59 -0.23  0.07
47 H 4.05 -3.25 1.44  0.08
48 N -0.21 1.45 -2.44  0.04
49 C -1.36 1.72 -3.32  -0.34
50 C -1.73 0.41 -4.03  -0.09
51 C -2.31 -0.61 -3.06  -0.26
52 N -1.25 -1.04 -2.08  0.16
53 C -3.48 -0.06 -2.29  -0.11
54 C -3.15 1.23 -1.57  -0.36
55 N -2.23 0.91 -0.47  0.05
56 C -2.53 2.25 -2.51  -0.10
57 H 0.66 1.44 -2.97  0.05
58 H -0.69 -0.17 -1.88  0.07
59 H -0.12 2.15 -1.71  0.03
60 H -1.11 2.47 -4.07  0.14
61 H -0.85 0.01 -4.56  0.12
62 H -2.48 0.62 -4.79  0.13
63 H -2.63 -1.50 -3.60  0.15
64 H -0.63 -1.74 -2.48  0.10
65 H -1.66 -1.43 -1.22  0.05
66 H -3.87 -0.81 -1.60  0.10
67 H -4.28 0.14 -3.02  0.14
68 H -4.10 1.65 -1.22  0.14
69 H -2.68 0.26 0.17  0.06
70 H -2.02 1.75 0.06  0.07
71 H -2.21 3.14 -1.95  0.11
72 H -3.30 2.58 -3.21  0.13
73 C -4.91 -4.59 1.32  -0.02
74 N -3.57 -4.07 1.56  -0.19
75 C -2.90 -4.45 2.80  -0.02
76 C -3.07 -3.13 0.79  -0.24
77 N -2.64 -2.33 0.08  0.19
78 H -5.59 -4.27 2.11  0.10
79 H -4.88 -5.68 1.29  0.09
80 H -5.28 -4.22 0.36  0.09
81 H -3.44 -4.06 3.67  0.10
82 H -1.89 -4.05 2.81  0.07
83 H -2.85 -5.54 2.86  0.10
84 C -0.70 6.70 -0.61  -0.01
85 C 0.03 5.41 -0.62  -0.29
86 C 1.27 5.06 -1.11  0.03
87 C 1.41 3.69 -0.83  -0.35
88 N 0.34 3.21 -0.22  0.03
89 N -0.50 4.27 -0.13  0.03
90 C 2.59 2.80 -1.11  -0.03
91 H 0.00 7.53 -0.55  0.09
92 H -1.38 6.77 0.25  0.08
93 H -1.30 6.83 -1.52  0.09
94 H 1.99 5.72 -1.57  0.12
95 H -1.33 4.19 0.43  0.15
96 H 3.44 3.09 -0.50  0.09
97 H 2.88 2.87 -2.16  0.09
98 H 2.35 1.76 -0.88  0.05

***

# 2
# C5H9N4P

A cluster of 2 separate species, C5H9N4P in total (the ωB97M-V functional and the def2-TZVPD basis, the OMol25 dataset).

Structure (SMILES) = N=C=C/C=P/N.NC#CN
HOMO = -6.98 eV
Net charge = 0

Last column: Löwdin charge in e.
Cartesian coordinates (Å):
1 N 1.84 1.64 -1.06  0.20
2 C 1.02 1.59 -0.17  -0.22
3 C 0.14 1.56 0.79  -0.24
4 C -1.15 1.08 0.62  -0.44
5 P -2.00 0.61 -0.81  0.84
6 N -3.44 -0.02 -0.01  -0.30
7 H 2.64 1.08 -1.21  0.04
8 H 0.44 2.20 1.54  0.08
9 H -1.94 1.06 1.48  0.08
10 H -4.24 -0.05 -0.64  0.00
11 H -3.62 0.48 0.83  -0.01
12 N 3.05 -0.59 -0.02  0.01
13 C 1.69 -0.99 -0.08  -0.15
14 C 0.71 -1.62 -0.39  -0.21
15 N -0.45 -2.25 -0.39  0.05
16 H 3.73 -1.34 -0.03  0.08
17 H 3.33 -0.19 0.87  0.09
18 H -1.16 -1.64 -0.01  0.02
19 H -0.59 -2.60 -1.32  0.08

***

# 3
# ClTi

A structure of composition ClTi (the ωB97M-V functional and the def2-TZVPD basis, the OMol25 dataset).

2S+1 = 4
⟨S²⟩ = 3.774
HOMO (spin up / spin down) = -6.83 / -7.04 eV
Net charge = 0

Last column: Löwdin spin population.
Cartesian coordinates (Å):
1 Ti -1.95 1.17 -0.73  3.06
2 Cl 1.95 -1.17 0.73  -0.06

***

# 4
# C13H15N3O3

An isolated molecule of C13H15N3O3 (the ωB97M-V functional and the def2-TZVPD basis, the OMol25 dataset).

Structure (SMILES) = CC[C@H](CO)Nc1ccc([N+](=O)[O-])c2cccnc12
HOMO = -7.79 eV
Net charge = 0

Last column: Löwdin charge in e.
Cartesian coordinates (Å):
1 C 2.36 -1.98 -1.10  -0.09
2 C 1.09 -2.58 -0.51  -0.15
3 C 1.24 -1.99 0.85  -0.27
4 C 0.14 -2.74 1.83  0.05
5 O -1.24 -3.40 1.00  -0.16
6 N 0.93 -0.65 1.01  0.10
7 C -0.05 0.05 0.57  -0.10
8 C -1.37 -0.51 -0.15  0.04
9 C -2.32 0.30 -0.65  0.02
10 C -2.13 1.79 -0.72  -0.22
11 N -3.29 2.45 -1.14  -0.38
12 O -4.08 1.82 -1.88  0.03
13 O -3.30 3.57 -0.98  0.12
14 C -1.06 2.17 -0.32  -0.16
15 C -0.57 3.53 -0.54  0.12
16 C 0.87 4.19 -0.15  0.03
17 C 1.49 3.13 0.48  -0.26
18 N 1.34 1.87 0.47  0.09
19 C 0.11 1.42 0.35  -0.14
20 H 3.27 -2.05 -0.66  0.04
21 H 2.46 -2.48 -2.15  0.12
22 H 2.37 -0.93 -1.30  0.07
23 H 1.41 -3.69 -0.37  0.16
24 H 0.38 -2.54 -1.11  0.03
25 H 1.95 -2.15 1.49  0.10
26 H 0.48 -3.58 2.43  0.10
27 H -0.54 -2.19 2.46  0.09
28 H -0.74 -4.11 0.64  0.00
29 H 1.56 -0.17 0.86  -0.03
30 H -1.67 -1.57 0.27  0.12
31 H -3.41 -0.09 -0.83  0.16
32 H -1.39 4.41 -0.96  0.16
33 H 1.03 5.13 -0.06  0.01
34 H 2.69 3.56 0.85  0.16

***

# 5
# C10H18ClIN2O2PZr

A structure of composition C10H18ClIN2O2PZr (the ωB97M-V functional and the def2-TZVPD basis, the OMol25 dataset).

HOMO = -17.87 eV
Net charge = +3

Last column: Löwdin charge in e.
Cartesian coordinates (Å):
1 C -1.47 1.54 0.80  -0.02
2 C -2.31 0.63 1.62  -0.59
3 H -1.23 2.43 1.40  0.13
4 H -2.02 1.86 -0.09  0.08
5 H -0.53 1.05 0.50  0.01
6 O -3.55 0.59 1.60  0.09
7 I -1.75 -1.97 1.99  1.05
8 Zr 1.54 -0.35 -1.41  1.44
9 P -0.77 -0.18 -2.34  0.68
10 C -2.31 -0.99 -1.83  -0.21
11 C -1.36 1.47 -2.82  -0.20
12 H 0.57 -0.72 -4.34  0.06
13 H -1.17 -0.53 -4.69  0.09
14 H -0.56 -2.02 -3.92  0.08
15 C -0.44 -0.93 -3.97  -0.22
16 H -0.52 2.16 -2.96  0.05
17 H -1.94 1.39 -3.75  0.09
18 H -3.09 -0.85 -2.60  0.11
19 H -2.65 -0.57 -0.87  0.03
20 H -2.01 1.87 -2.03  0.05
21 H -2.11 -2.06 -1.68  0.06
22 C -1.64 -0.04 2.82  -0.73
23 O -1.21 0.35 3.87  0.11
24 Cl 2.37 1.58 -2.37  0.24
25 C 3.37 -1.61 3.15  0.05
26 N 2.65 -0.69 2.29  -0.05
27 C 2.36 0.64 2.61  0.08
28 C 1.64 1.14 1.58  -0.04
29 N 1.46 0.14 0.62  -0.21
30 C 2.08 -0.98 1.11  -0.17
31 H 4.44 -1.39 3.18  0.13
32 H 3.00 -1.56 4.18  0.13
33 H 3.25 -2.63 2.78  0.12
34 H 2.60 1.09 3.56  0.17
35 H 1.23 2.12 1.40  0.14
36 H 2.11 -1.97 0.62  0.15

***

# 6
# C3H11N3

A cluster of 2 separate species, C3H11N3 in total (the ωB97M-V functional and the def2-TZVPD basis, the OMol25 dataset).

Structure (SMILES) = C=NC.CNN
HOMO = -9.08 eV
Net charge = 0

Last column: Löwdin charge in e.
Cartesian coordinates (Å):
1 C -2.10 -0.81 -1.28  -0.15
2 N -1.44 0.21 -1.03  -0.06
3 C -1.72 0.64 0.57  -0.05
4 H -2.02 -1.34 -2.23  0.07
5 H -2.76 -1.21 -0.47  0.08
6 H -2.79 0.45 0.66  0.05
7 H -1.56 1.69 0.79  0.05
8 H -0.91 0.06 1.00  0.03
9 C 1.84 0.80 0.82  -0.15
10 N 1.37 -0.56 0.60  -0.22
11 N 1.41 -0.98 -0.75  -0.03
12 H 1.18 1.49 0.28  0.07
13 H 2.87 0.97 0.47  0.07
14 H 1.79 1.03 1.88  0.07
15 H 1.93 -1.21 1.14  0.10
16 H 2.27 -0.66 -1.21  0.06
17 H 0.62 -0.55 -1.23  0.02

***

Largest force on an atom (computed, eV/Å): 1.5; 4.6; 0.8; 19.1; 4.4; 3.7
E_tot (computed, eV): -91292.060; -20574.869; -35631.738; -24321.561; -48898.334; -7756.906